{"formula": "C5H10N4O2S", "method": "ωB97M-V/def2-TZVPD", "multiplicity": 1, "homo_lumo_gap_ev": 8.7, "e_above_lowest_kj_mol": 215.33, "total_charge": 0, "energy_ha": -964.0638, "largest_force_ha_per_bohr": 0.1122, "species": ["C", "C", "C", "C", "C", "N", "N", "N", "N", "O", "O", "S", "H", "H", "H", "H", "H", "H", "H", "H", "H", "H"], "positions_angstrom": [[-0.911, -0.231, -0.042], [1.025, 0.763, 0.186], [-0.318, -1.448, 0.026], [1.373, 2.171, 0.282], [3.097, -0.491, 0.293], [1.030, -1.542, 0.123], [1.651, -0.362, 0.198], [-1.016, -2.625, -0.101], [-2.925, 0.778, -1.465], [-3.303, -0.738, 0.551], [-2.521, 1.610, 0.866], [-2.489, 0.382, 0.121], [0.630, 2.772, -0.238], [1.371, 2.481, 1.331], [2.357, 2.373, -0.146], [3.477, -0.919, -0.633], [3.546, 0.482, 0.472], [3.335, -1.171, 1.110], [-1.985, -2.545, 0.178], [-0.525, -3.435, 0.243], [-3.426, 1.651, -1.473], [-3.472, 0.042, -1.881]]}